The following is a DFT calculation (wB97M-V/def2-TZVPD) of a 2-piece molecular cluster, C2H3BrO2 overall in a non-equilibrium geometry.

```
8
Properties=species:S:1:pos:R:3
C -1.0481 0.3020 0.0056
C 1.3748 -0.5104 -0.0681
O -1.1693 1.4855 -0.5934
O -1.2966 1.4192 0.7996
Br -2.3285 -1.1249 -0.0838
H 1.4008 -0.8710 1.0174
H 1.6084 0.6136 -0.2380
H 1.4586 -1.3141 -0.8394
```

- Gap between HOMO and LUMO (spin up / spin down): 8.87 / 8.29 eV
- HOMO (spin up / spin down): -9.33 / -9.29 eV
- Total charge: 0
- 2S+1: 1
- Lowest unoccupied orbital energy (spin up / spin down): -0.5 / -1.0 eV
- Energy above the lowest of the compared OMol25 structures with the same formula, charge and spin: 7.758 eV
- Max |F|: 3.65 eV/A

---

The following is a DFT calculation (wB97M-V/def2-TZVPD) of a 2-piece molecular cluster, C2H3BrO3 overall in a non-equilibrium geometry.

```
9
Properties=species:S:1:pos:R:3
C -0.6756 -0.1351 -0.1320
C 1.6076 0.0635 0.0311
O -0.9870 -1.2534 -0.2141
O 0.2859 0.6612 -0.0839
O -2.3399 0.9803 0.1105
Br -3.6722 -0.1141 0.0986
H 1.9695 0.2538 1.0421
H 2.2512 0.5527 -0.6989
H 1.5605 -1.0089 -0.1534
```

- Gap between HOMO and LUMO: 8.76 eV
- HOMO: -8.64 eV
- Total charge: 0
- 2S+1: 1
- Lowest unoccupied orbital energy: 0.1 eV
- Energy above the lowest of the compared OMol25 structures with the same formula, charge and spin: 3.370 eV
- Max |F|: 4.65 eV/A

---

The following is a DFT calculation (wB97M-V/def2-TZVPD) of a 2-piece molecular cluster, C2H3BrOS overall in a non-equilibrium geometry.

```
8
Properties=species:S:1:pos:R:3
C -0.7848 -0.1081 1.5086
C 0.1226 -0.2539 0.3018
O 0.2942 0.8762 -0.4513
S -3.0077 -1.4172 1.4729
Br -0.6729 1.4442 2.4808
H -0.2730 -1.0157 -0.4440
H 1.0151 -0.6774 0.7769
H 0.9659 1.2804 0.0857
```

- Gap between HOMO and LUMO (spin up / spin down): 8.25 / 6.68 eV
- HOMO (spin up / spin down): -9.72 / -8.65 eV
- Total charge: 0
- 2S+1: 1
- Lowest unoccupied orbital energy (spin up / spin down): -1.5 / -2.0 eV
- Energy above the lowest of the compared OMol25 structures with the same formula, charge and spin: 5.576 eV
- Max |F|: 3.84 eV/A

---

The following is a DFT calculation (wB97M-V/def2-TZVPD) of a single C2H3BrSi molecule in a non-equilibrium geometry.

```
7
Properties=species:S:1:pos:R:3
Si 0.0383 0.2491 -0.2298
C -0.2302 1.5827 -1.4835
C -0.0777 2.6757 -2.1419
Br -0.1686 3.9455 -3.4036
H 0.4782 1.3593 0.5126
H 1.2336 -0.5215 -0.3974
H -1.2474 -0.4072 0.0979
```

- Gap between HOMO and LUMO: 9.86 eV
- Structure (SMILES): [SiH3]C#CBr
- HOMO: -9.22 eV
- Total charge: 0
- 2S+1: 1
- Lowest unoccupied orbital energy: 0.6 eV
- Energy above the lowest of the compared OMol25 structures with the same formula, charge and spin: 2.036 eV
- Max |F|: 6.35 eV/A